The following is a DFT calculation (ωB97M-V with the def2-TZVPD basis set) of one molecule with the formula C11H17F9N2O2S.

The SMILES is C[C@]1(N)NC(=O)[C@@H](CCO)[C@H]1CCC(F)(F)C(F)(F)S(F)(F)(F)(F)F. The value obtained for the HOMO energy is -9.64 eV. For the frontier orbital gap, the calculation gives 9.95 eV. The electronic energy is -54049.6659 eV. The largest force on an atom comes out at 0.0239 hartree/bohr. Its spin multiplicity is 1. The molecular weight is 412.32 g/mol. Its relative energy (zero: lowest compared OMol25 entry of this formula, charge and spin) is 0.000 eV.

Each line ends with the Löwdin charge.
Geometry (Å):
C (1.074, -1.719, 1.967)  -0.02
C (0.329, -0.385, 1.844)  -0.51
N (0.994, 0.597, 2.700)  0.10
N (-1.052, -0.531, 2.363)  0.15
C (-1.962, 0.072, 1.482)  -0.44
O (-3.148, -0.113, 1.562)  0.10
C (-1.205, 0.904, 0.465)  -0.16
C (-1.038, 2.387, 0.903)  -0.12
C (-2.061, 2.835, 1.939)  -0.26
O (-3.361, 2.840, 1.367)  -0.06
C (0.081, 0.067, 0.367)  -0.22
C (1.232, 0.723, -0.387)  -0.12
C (2.329, -0.210, -0.912)  -0.06
C (2.167, -0.755, -2.314)  -0.45
F (1.917, 0.252, -3.179)  0.11
F (3.360, -1.289, -2.680)  0.12
C (1.127, -1.950, -2.505)  -0.41
F (1.622, -2.837, -3.356)  0.14
F (0.990, -2.552, -1.318)  0.11
S (-0.631, -1.544, -3.153)  0.79
F (-0.762, -2.975, -3.803)  -0.12
F (0.028, -0.983, -4.484)  -0.12
F (-0.562, -0.095, -2.474)  -0.14
F (-1.322, -2.094, -1.836)  -0.13
F (-2.049, -1.176, -3.723)  -0.10
H (0.871, -2.391, 1.130)  0.07
H (2.149, -1.534, 2.023)  0.08
H (0.787, -2.211, 2.900)  0.09
H (1.647, 1.191, 2.206)  0.06
H (0.320, 1.169, 3.191)  0.08
H (-1.338, -1.493, 2.508)  0.14
H (-1.736, 0.907, -0.487)  0.15
H (-0.027, 2.582, 1.272)  0.10
H (-1.187, 3.027, 0.029)  0.12
H (-2.024, 2.187, 2.826)  0.12
H (-1.842, 3.856, 2.269)  0.12
H (-3.829, 2.034, 1.619)  0.07
H (-0.221, -0.861, -0.135)  0.12
H (1.720, 1.456, 0.264)  0.11
H (0.831, 1.305, -1.223)  0.12
H (2.520, -1.046, -0.237)  0.12
H (3.265, 0.353, -0.991)  0.14